(1)
This record from the Open Molecules 2025 dataset describes a structure of composition C23H15BrCl3N3O10PtS3. The level of theory is ωB97M-V/def2-TZVPD.

The geometry in XYZ format:
```
59
Properties=species:S:1:pos:R:3:forces:R:3:lowdin_charge:R:1
Pt 1.7451 -2.0519 -0.3283 0.664 -2.071 0.129 0.6250
C 1.4655 -4.2793 0.2033 2.090 1.684 -0.089 -0.2728
O -0.9273 -2.3530 0.1843 -3.917 3.364 -1.245 -0.3626
C -1.6866 -1.2459 0.1742 -0.279 0.375 1.131 -0.2228
C -2.4449 -0.9628 1.3000 -0.114 0.104 -0.175 -0.0356
C -3.1293 0.2404 1.3487 -0.111 0.045 -0.085 -0.6729
Br -4.2496 0.6041 2.8409 0.001 0.007 0.004 0.7031
C -2.9959 1.1927 0.3590 0.101 -0.021 0.134 -0.0800
C -2.1131 0.9590 -0.6961 -0.015 -0.050 -0.116 -0.0680
C -1.4897 -0.2822 -0.8143 0.181 -0.303 -0.362 -0.1793
O -0.6214 -0.5027 -1.8321 -0.187 0.179 -0.227 0.0356
C -1.8059 2.0616 -1.6195 -0.074 -0.026 0.024 -0.2473
N -2.5226 3.1550 -1.7297 -0.015 0.035 -0.028 0.1648
C -1.8331 3.9434 -2.6299 -0.009 -0.023 0.048 -0.2370
C -2.1229 5.2188 -3.1142 0.011 -0.002 0.008 -0.0352
C -1.2416 5.7882 -4.0136 -0.002 -0.009 -0.050 -0.1223
C -0.0894 5.1082 -4.4411 -0.029 0.010 -0.001 -0.1185
C 0.2154 3.8440 -3.9727 0.005 -0.035 0.012 -0.0221
C -0.6706 3.2823 -3.0591 0.016 0.030 -0.006 -0.1871
N -0.6809 2.0814 -2.3961 0.060 0.059 -0.001 0.1865
H 0.4607 -3.1946 1.4475 -0.163 0.754 1.574 0.0214
H 2.2001 -5.0614 0.2391 -0.221 -0.219 -0.328 0.0529
H -0.1777 -3.9814 -1.0380 -0.025 1.186 0.202 0.0195
H -2.4225 -1.6636 2.1230 -0.201 -0.047 -0.042 0.1235
H -3.5220 2.1349 0.3973 0.063 0.034 0.061 0.1012
H -0.5526 -1.4313 -2.1126 0.182 -0.059 0.256 0.0823
H -3.0110 5.7405 -2.7816 -0.009 -0.008 -0.007 0.1015
H -1.4436 6.7767 -4.4078 0.003 0.008 0.012 0.0865
H 0.5710 5.5836 -5.1554 0.008 0.002 0.007 0.0893
H 1.0983 3.3114 -4.3015 0.013 0.017 0.008 0.1104
H 0.0110 1.3459 -2.4223 -0.090 -0.079 -0.072 0.1534
Cl -0.4514 -6.3163 1.5260 0.709 0.280 -0.249 0.5350
C -0.9785 -4.8084 0.8605 -2.634 -1.039 1.062 -1.4389
Cl 0.0091 -3.6377 0.2993 4.269 -5.005 0.621 0.7021
Cl -2.7079 -4.7316 0.7733 -0.248 0.462 -0.345 0.5306
C -0.6470 -4.3866 -2.3776 -1.580 -1.193 -0.896 -0.5668
O -0.0794 -5.4135 -2.4622 0.527 0.317 -0.028 0.1847
O -1.5473 -3.6336 -2.5259 0.498 0.538 -0.209 0.1502
O 1.1933 -2.7037 -2.7965 -0.014 0.166 0.422 -0.4651
S 2.6848 -2.6967 -2.8485 1.160 0.757 -0.294 0.0997
O 3.2741 -3.8225 -2.1499 -0.106 -0.140 -0.139 -0.4296
O 3.2093 -2.4751 -4.1778 -0.283 0.048 -0.068 -0.4025
S 3.2370 -0.9219 -1.6620 -0.350 -0.402 -0.477 0.1226
O 2.6859 -0.8544 6.3194 -0.013 -0.021 -0.031 -0.3317
S 1.4254 -0.6266 5.6523 0.040 0.126 0.246 0.6079
O 0.3079 -0.3038 6.5046 -0.042 -0.012 -0.100 -0.3313
N 1.0702 -1.8191 4.6235 0.119 -0.082 -0.193 -0.0314
C 1.2167 -1.4388 3.3644 -0.265 0.049 0.412 -0.4779
O 1.0389 -2.1600 2.3584 0.297 0.255 -0.368 -0.0644
C 1.5635 0.0217 3.2015 0.009 -0.015 -0.120 -0.1270
C 1.7489 0.7359 2.0322 0.063 0.012 0.009 -0.0071
C 1.9901 2.1015 2.1316 -0.013 -0.018 0.003 -0.0677
C 2.0616 2.7241 3.3751 0.019 -0.010 0.002 -0.0862
C 1.9151 1.9920 4.5488 0.006 -0.001 0.055 -0.0473
C 1.6567 0.6427 4.4288 0.029 -0.050 -0.078 -0.2193
H 1.7394 0.2353 1.0693 -0.111 0.019 -0.005 0.0571
H 2.1267 2.6838 1.2289 0.003 0.011 0.009 0.1025
H 2.2403 3.7911 3.4306 0.024 -0.004 -0.012 0.0954
H 2.0033 2.4601 5.5206 -0.048 0.010 -0.003 0.1131
```
Forces are in eV/Å.

Calculated values
charge: -2
E_tot: -192387.484 eV
lowest unoccupied orbital energy (spin up / spin down): 3.369 / 3.237 eV
⟨S²⟩: 2.041
2S+1: 3
energy above the lowest of the compared OMol25 structures with the same formula, charge and spin: 392.2 kcal per mole
HOMO level (spin up / spin down): -2.4 / -2.6 eV



(2)
This record from the Open Molecules 2025 dataset describes a structure of composition C23H15BrF3I2MnN6O. The level of theory is ωB97M-V/def2-TZVPD.

The geometry in XYZ format:
```
52
Properties=species:S:1:pos:R:3:forces:R:3:lowdin_charge:R:1
Mn 0.1888 0.6798 -0.5095 -0.328 -0.198 0.259 0.5697
I -4.9079 4.3860 -4.1233 -0.056 0.062 -0.060 0.9443
C -3.8148 3.1691 -2.8508 0.111 -0.116 0.083 -0.7304
C -3.9062 3.3464 -1.4759 0.005 0.001 -0.026 -0.1994
C -3.1670 2.5463 -0.6123 -0.084 0.067 -0.188 -0.6550
I -3.2709 2.8666 1.4307 0.038 -0.034 0.066 1.0119
C -2.3569 1.5514 -1.1398 0.131 -0.247 0.166 -0.4458
O -1.6195 0.7277 -0.3497 -0.061 0.180 -0.145 -0.2719
C -2.2648 1.3732 -2.5194 -0.109 0.079 -0.024 -0.1753
C -1.3780 0.2726 -2.9965 0.134 -0.009 -0.037 -0.0877
N 0.0390 0.4287 -2.5181 -0.051 -0.078 -0.214 -0.1149
C 0.8286 -0.7640 -2.9067 -0.042 0.013 -0.016 -0.1031
C 0.5797 -1.8473 -1.8929 0.022 -0.085 -0.025 -0.2502
C 0.8198 -3.1826 -2.1554 -0.031 0.109 0.050 0.0235
C 0.6579 -4.1026 -1.1307 0.016 -0.041 -0.033 -0.0021
C 0.2489 -3.6627 0.1165 -0.002 0.027 0.031 -0.0067
C 0.0082 -2.3151 0.3008 -0.014 -0.039 -0.035 -0.0670
N 0.1652 -1.4272 -0.6850 0.100 0.108 -0.023 0.0415
C -2.9856 2.1836 -3.3790 -0.018 0.022 0.112 -0.0890
H -4.5448 4.1189 -1.0711 -0.008 0.006 -0.005 0.0887
H -1.3552 0.2227 -4.0868 -0.036 0.035 0.018 0.1418
H -1.7168 -0.6924 -2.6143 -0.020 0.015 0.004 0.1431
H 0.4398 1.2715 -2.9284 -0.004 -0.031 -0.060 0.1120
H 1.8855 -0.5001 -2.9213 -0.008 -0.016 -0.009 0.1335
H 0.5452 -1.0876 -3.9104 0.019 -0.016 0.031 0.1426
H 1.1452 -3.4893 -3.1396 0.017 -0.009 -0.010 0.1347
H 0.8582 -5.1508 -1.3059 0.003 -0.003 0.007 0.1292
H 0.1292 -4.3430 0.9464 -0.012 -0.013 0.005 0.1262
H -0.3022 -1.9333 1.2621 0.006 -0.012 0.002 0.1089
H -2.9099 2.0440 -4.4492 -0.011 0.014 -0.021 0.1080
F -0.3286 0.1619 6.3729 -0.041 -0.012 0.002 0.1637
C 0.6854 0.7882 5.7737 0.031 -0.017 -0.001 -0.5949
F 1.8223 0.1935 6.1400 0.016 -0.001 -0.010 0.1752
F 0.7177 2.0508 6.2160 -0.008 0.029 0.005 0.1711
C 0.5397 0.7720 4.2658 0.052 0.020 0.039 -0.0623
C 1.5607 1.2926 3.4866 0.039 0.018 -0.076 0.0533
C 1.4228 1.2726 2.1169 -0.094 -0.015 0.037 -0.0963
N 0.3270 0.7664 1.5232 0.059 -0.027 0.081 -0.0313
C -0.6754 0.2995 2.2793 0.118 0.062 0.035 -0.1317
C -0.5955 0.2738 3.6595 -0.129 -0.035 -0.099 0.0502
H 2.4570 1.7036 3.9290 0.001 -0.011 0.013 0.1455
H 2.1845 1.6700 1.4641 0.025 0.011 0.025 0.1022
H -1.5533 -0.0414 1.7513 -0.047 -0.001 0.025 0.1016
H -1.4178 -0.1220 4.2372 0.006 0.004 0.010 0.1379
N 2.1373 0.3983 -0.5509 0.476 0.345 -0.079 0.0603
C 2.8782 -0.4756 -0.2983 -0.245 -0.149 0.038 -0.1378
C 3.6089 -1.5337 0.1391 -0.024 0.124 -0.035 -0.2394
C 4.3843 -2.3182 -0.7519 -0.016 -0.103 0.095 -0.2136
N 4.9782 -2.9753 -1.4856 0.009 0.001 -0.094 0.1643
C 3.3623 -1.8484 1.5044 0.038 -0.021 0.033 -0.2133
N 3.0410 -2.0163 2.5982 -0.007 -0.020 0.032 0.1680
Br 0.4249 2.9971 -0.7549 0.038 0.012 0.021 0.4665
```
Forces are in eV/Å.

Calculated values
charge: +1
E_tot: -160793.663 eV
lowest unoccupied orbital energy (spin up / spin down): -5.980 / -4.968 eV
⟨S²⟩: 3.931
2S+1: 4
energy above the lowest of the compared OMol25 structures with the same formula, charge and spin: 1.0 kcal per mole
HOMO level (spin up / spin down): -11.2 / -11.3 eV



(3)
This record from the Open Molecules 2025 dataset describes an isolated molecule of C23H15N5O2. The level of theory is ωB97M-V/def2-TZVPD.

The geometry in XYZ format:
```
45
Properties=species:S:1:pos:R:3:forces:R:3:lowdin_charge:R:1
N -6.1982 -4.8311 2.6699 -0.462 -0.314 -0.001 0.1580
O 7.2110 -0.8725 0.1818 -1.225 2.719 1.927 0.0214
O -2.6957 6.7709 -0.2363 0.894 -0.388 -0.279 -0.0928
C -5.5342 -4.1262 2.0587 0.840 0.934 -0.136 -0.1700
N -1.9710 0.6428 -0.1494 0.008 -1.278 0.380 0.1928
N 0.3071 1.2698 -0.4701 -1.339 2.908 -0.473 0.1968
C 6.4131 -1.4533 -0.5305 1.592 1.288 1.084 -0.4487
C -1.0579 1.5503 -0.3353 2.368 -1.060 1.094 -0.2185
C -1.4872 -0.6262 0.0061 0.029 1.405 -0.707 -0.2068
C 0.7448 0.0522 -0.5030 -0.608 -0.026 0.360 -0.2341
C -0.1843 -0.9246 -0.2179 -0.248 -0.769 -0.003 0.0441
C -3.2430 -3.5211 1.6922 2.914 -1.606 1.232 -0.0636
C -4.8610 -2.1354 0.6190 0.139 -0.939 -0.061 -0.0105
C 3.9483 -1.7605 -1.1858 0.306 -2.243 0.592 -0.0505
C 4.5313 0.2546 -0.1330 0.235 1.972 0.433 -0.0307
C -2.1897 -2.7568 1.1994 1.678 0.247 0.032 -0.0184
C -3.8257 -1.3741 0.0795 0.242 0.034 0.441 0.0081
C 2.6002 -1.4782 -1.1744 0.832 2.337 0.506 -0.0181
C 3.1999 0.6269 -0.0957 -1.040 -0.697 -0.728 0.0086
C -2.7148 3.3383 0.2608 -1.434 -1.906 0.776 0.0053
C -0.6043 3.8873 -0.3981 5.019 5.393 -2.691 -0.0151
C -4.5347 -3.2380 1.4730 -1.971 0.661 -0.945 -0.2364
C 4.9117 -1.0023 -0.6062 2.279 0.323 -0.246 -0.1200
C -1.4684 2.9459 -0.1277 0.248 -2.463 -0.223 -0.2126
C -2.4248 -1.6257 0.4392 -3.847 -0.470 -0.295 -0.1462
C 2.1744 -0.2653 -0.6378 1.673 1.127 0.934 -0.1109
C -3.0511 4.6283 0.1646 -0.910 -1.119 0.561 -0.0358
C -0.9067 5.2963 -0.4652 -0.317 -2.048 -0.053 0.0367
N 7.1484 -2.3820 -1.1939 -2.051 -2.976 -2.009 0.1199
N -2.1908 5.5767 -0.1880 -0.160 3.094 -0.406 -0.2433
H 0.0657 -1.9300 -0.1092 0.742 -1.503 0.109 0.0998
H -2.8872 -4.3805 2.3081 -0.894 0.637 -0.479 0.1401
H -5.9323 -2.0510 0.3542 0.894 0.459 0.062 0.1252
H 4.2469 -2.7779 -1.4096 -0.102 -0.024 -0.705 0.1151
H 5.1642 1.1395 0.1665 0.110 -1.875 -0.157 0.1420
H -1.1360 -3.0790 1.4728 -1.435 0.599 -0.335 0.1398
H -4.0659 -0.5346 -0.6126 0.319 -0.795 0.756 0.1197
H 1.9795 -2.1104 -1.7082 -1.488 -1.221 -0.585 0.0991
H 3.0445 1.6412 0.3373 -0.674 -1.074 -0.554 0.1238
H -3.3909 2.5639 0.6586 0.032 0.674 -0.560 0.1366
H 0.4459 3.7093 -0.7913 -1.512 -0.363 0.779 0.1388
H -4.0515 4.9251 0.3003 -0.771 0.750 0.381 0.1312
H -0.2744 6.1030 -0.8946 -0.599 -0.791 0.756 0.1492
H 8.0934 -2.4481 -0.7745 -1.241 -0.187 -0.524 0.1299
H 6.6513 -3.2370 -1.4936 0.935 0.577 -0.042 0.1010
```
Forces are in eV/Å.

Calculated values
charge: 0
E_tot: -35636.133 eV
lowest unoccupied orbital energy: -1.042 eV
structure (SMILES): N#Cc1ccc(-c2cc(-c3ccc(C(N)=O)cc3)nc(-c3cc[n+]([O-])cc3)n2)cc1
energy above the lowest of the compared OMol25 structures with the same formula, charge and spin: 54.5 kcal per mole
HOMO level: -8.5 eV